[1]
Formula: C2H13NO4
Source: OMol25
Level of theory: the ωB97M-V functional and the def2-TZVPD basis

Positions of all 20 atoms, in Å:
C: 0.76162 -3.22316 -0.84822
C: 0.70565 -2.86345 0.43866
N: 0.48722 -1.64018 1.00972
H: 0.44055 -2.54524 -1.63127
H: 0.99315 -4.24614 -1.07928
H: 0.99748 -3.65442 1.12639
H: 0.20363 -1.62895 1.98169
H: -0.05136 -0.95547 0.50852
H: 1.56125 0.44509 -2.36948
H: 0.37530 0.77180 -3.31731
O: 0.62550 0.65496 -2.39624
H: -1.32356 0.59546 3.34829
H: -0.75003 1.30465 2.15957
O: -0.64440 0.49061 2.67923
H: -0.53975 3.01550 0.21576
H: 0.04613 3.20863 1.64654
O: -0.75893 3.01439 1.16946
H: -1.80825 2.48672 -1.44423
H: -0.40807 1.96504 -1.63630
O: -0.91313 2.80416 -1.56152

As for the SMILES: C=CN.O.O.O.O. As for the net charge: 0. For the gap between HOMO and LUMO, the calculation gives 8.28 eV. For the energy above the lowest of the compared OMol25 structures with the same formula, charge and spin, the calculation gives 0.7287 eV.

***

[2]
Formula: C3H6NO3
Source: OMol25
Level of theory: the ωB97M-V functional and the def2-TZVPD basis

Positions of all 13 atoms, in Å:
C: 1.35347 -0.26153 0.07675
C: 0.44328 1.64442 -0.50834
C: -0.12376 -0.44871 -0.21294
N: -1.05862 -0.48233 0.98403
O: 2.16219 -1.10348 0.36717
O: 1.51635 1.05181 0.14551
O: -0.60869 -1.17309 -1.19143
H: 0.51767 1.79503 -1.56471
H: -0.23419 2.31905 -0.01738
H: -0.53927 -0.90298 1.77495
H: -1.83503 -1.05172 0.51696
H: -1.48608 0.56480 1.15542
H: -0.10732 -1.95127 -1.52600

As for the net charge: +1. For the gap between HOMO and LUMO, the calculation gives 9.25 eV. For the energy above the lowest of the compared OMol25 structures with the same formula, charge and spin, the calculation gives 4.0506 eV.

***

[3]
Formula: C45H56BN7O6S4V
Source: OMol25
Level of theory: the ωB97M-V functional and the def2-TZVPD basis

Positions of all 120 atoms, in Å:
V: 0.84465 0.73774 1.26482
C: -0.84286 2.12873 2.12957
C: 0.24645 2.19234 3.00005
C: 0.46013 0.89412 3.55980
C: -0.51818 0.03190 3.02529
C: -1.33122 0.80661 2.14976
H: -1.19164 2.93440 1.50119
H: 0.87260 3.05807 3.15817
H: 1.29591 0.60103 4.17687
H: -0.56999 -1.03682 3.16319
H: -2.14179 0.43557 1.54593
C: 8.76436 -1.24585 -0.54800
C: 7.63278 -0.46035 0.06180
C: 7.84124 0.81888 0.56532
C: 6.79063 1.55722 1.09428
C: 5.51816 1.01074 1.12614
C: 5.28797 -0.26493 0.62635
C: 6.34538 -0.98988 0.10047
S: 4.16216 1.92959 1.84045
O: 4.50440 3.32475 1.65186
O: 4.00599 1.46241 3.19408
N: 2.91642 1.45691 0.99890
C: 2.71611 1.84035 -0.30795
C: 3.54358 2.58838 -1.15275
C: 3.07868 2.87811 -2.41846
C: 1.83266 2.42339 -2.83470
C: 1.08262 1.68350 -1.94153
N: 1.51464 1.38833 -0.71926
H: 9.73227 -0.86798 -0.21647
H: 8.73785 -1.18064 -1.63858
H: 8.70026 -2.30209 -0.28249
H: 8.83847 1.24580 0.53852
H: 6.94209 2.55990 1.47207
H: 4.28380 -0.67384 0.63531
H: 6.16256 -1.98480 -0.29136
H: 4.48799 2.97124 -0.79462
H: 3.68727 3.48091 -3.08292
H: 1.43814 2.65874 -3.81270
H: 0.10761 1.29497 -2.21117
C: -5.48795 -3.81905 -0.35523
C: -4.33687 -4.81752 -0.25584
C: -2.99083 -4.30626 -0.77062
C: -2.28814 -3.27406 0.10466
N: -2.91642 -1.95419 0.10028
C: -2.61657 -1.00095 -0.84346
S: -1.65282 -1.34366 -2.16534
N: -3.20223 0.19051 -0.63076
C: -2.84221 1.44132 -1.30365
C: -3.39639 1.60776 -2.70958
C: -4.88492 1.28760 -2.82051
C: -5.74293 2.13403 -1.88150
H: -6.43305 -4.27913 -0.05585
H: -5.59566 -3.45995 -1.38125
H: -5.32067 -2.94493 0.27120
H: -4.60593 -5.71256 -0.82670
H: -4.22364 -5.14789 0.78379
H: -3.10139 -3.88815 -1.77317
H: -2.30548 -5.15609 -0.86692
H: -1.25554 -3.16928 -0.21466
H: -2.26720 -3.61549 1.14306
H: -3.15545 -1.59664 1.01171
H: -3.72243 0.28923 0.22683
H: -1.75623 1.54967 -1.29853
H: -3.21696 2.25368 -0.67826
H: -2.82757 0.98437 -3.40030
H: -3.22978 2.65635 -2.96987
H: -5.04901 0.22272 -2.62544
H: -5.20113 1.46186 -3.85322
H: -5.57449 1.85889 -0.83707
H: -6.80846 1.99848 -2.08232
H: -5.49320 3.19264 -1.98233
C: 0.27854 -7.75834 1.43495
C: 1.41224 -7.47622 0.44784
C: 1.01965 -8.08667 -0.90455
C: 2.67952 -8.17090 0.96581
C: 1.67772 -5.97695 0.28538
C: 2.62238 -5.54704 -0.64698
C: 2.90880 -4.19583 -0.85724
C: 2.22177 -3.27411 -0.10071
O: 2.27994 -1.92179 -0.11876
B: 1.31175 -1.41376 0.83144
O: 0.74826 -2.60248 1.44258
C: 1.29091 -3.68655 0.84157
C: 1.00042 -5.01731 1.05109
H: 0.11228 -8.83660 1.50045
H: -0.65467 -7.29079 1.11504
H: 0.51785 -7.39410 2.43554
H: 0.76842 -9.14506 -0.78574
H: 1.83137 -8.01243 -1.62868
H: 0.15331 -7.56834 -1.31963
H: 2.51373 -9.24794 1.06750
H: 2.96217 -7.76942 1.94086
H: 3.51843 -8.01674 0.28610
H: 3.15282 -6.28016 -1.24387
H: 3.62957 -3.88039 -1.60072
H: 0.25463 -5.28485 1.78717
N: -4.53831 7.52847 3.26713
C: -4.14104 7.06396 1.99436
C: -3.81009 7.95975 0.98547
C: -3.43178 7.49831 -0.26943
C: -3.39396 6.13874 -0.52682
C: -3.73066 5.23993 0.47805
C: -4.10624 5.69586 1.72686
S: -2.81608 5.51250 -2.09777
O: -2.41139 6.68645 -2.85139
O: -3.90012 4.73427 -2.66155
N: -1.66316 4.52823 -1.70463
C: -0.52814 5.01564 -1.11920
S: 0.19946 6.60751 -1.45709
C: 1.48871 6.22277 -0.37535
C: 1.29373 4.99552 0.15405
N: 0.16877 4.32547 -0.25491
H: -4.11865 8.41634 3.49995
H: -4.34086 6.85908 3.99659
H: -3.82617 9.02533 1.19065
H: -3.13997 8.18375 -1.05293
H: -3.66160 4.17741 0.28200
H: -4.34501 4.98841 2.51345
H: 2.29847 6.90810 -0.18499
H: 1.96368 4.51220 0.85467

As for the multiplicity: 4. As for the net charge: -2. For the gap between HOMO and LUMO (spin up / spin down), the calculation gives 5.25 / 6.37 eV. For the energy above the lowest of the compared OMol25 structures with the same formula, charge and spin, the calculation gives 0.0000 eV.

***

[4]
Formula: C11H15AuNO12P2S
Source: OMol25
Level of theory: the ωB97M-V functional and the def2-TZVPD basis

Positions of all 43 atoms, in Å:
Au: 0.61454 1.02312 0.16534
O: -0.13433 4.87876 1.77462
P: 0.50059 3.45750 2.02702
O: 1.53051 3.42004 3.05635
O: 0.90020 2.93555 0.59173
O: -0.77071 2.51446 2.39889
P: -1.94479 2.29741 1.30516
O: -3.01136 1.45521 2.10575
O: -2.44225 3.59544 0.80959
O: -1.34780 1.30304 0.28300
H: -0.98479 4.78385 1.29270
H: -3.84986 1.92100 2.19628
O: 6.64161 -1.94044 -1.09911
C: 6.56428 -0.77184 -0.69126
O: 7.42102 0.09531 -0.46048
C: 5.10256 -0.29050 -0.44430
C: 4.84936 0.99627 0.01096
C: 3.55065 1.41919 0.21177
N: 2.53706 0.58207 -0.03302
C: 2.75096 -0.68144 -0.45953
C: 4.02315 -1.14356 -0.67554
C: 1.50517 -1.49916 -0.65073
O: 1.51525 -2.63992 -1.02827
O: 0.37911 -0.85714 -0.35418
H: 5.69086 1.64851 0.19939
H: 3.27948 2.40345 0.56762
H: 4.20302 -2.15270 -1.02013
C: -2.96666 -3.77105 2.56670
C: -2.65592 -3.61150 1.08713
S: -2.75898 -1.85834 0.64901
O: -4.19876 -1.47954 0.79645
C: -2.44358 -2.03014 -1.12722
C: -3.57353 -2.69655 -1.89198
H: -2.95066 -4.82382 2.85060
H: -3.95552 -3.36875 2.78587
H: -2.23756 -3.24114 3.18158
H: -3.37472 -4.15546 0.47489
H: -1.64430 -3.94057 0.83823
H: -1.48111 -2.53419 -1.22847
H: -2.30206 -1.00034 -1.45898
H: -3.65886 -3.75784 -1.66150
H: -3.39470 -2.60759 -2.96404
H: -4.52298 -2.21787 -1.65339

As for the net charge: -1. For the gap between HOMO and LUMO, the calculation gives 6.95 eV. For the energy above the lowest of the compared OMol25 structures with the same formula, charge and spin, the calculation gives 0.0954 eV.

***

[5]
Formula: C22H28FNS5SiTi
Source: OMol25
Level of theory: the ωB97M-V functional and the def2-TZVPD basis

Positions of all 59 atoms, in Å:
Ti: 0.19702 0.05982 -0.36618
C: -1.11583 0.57290 -2.38499
C: -0.46108 -0.67016 -2.56092
C: 0.93101 -0.40890 -2.62216
C: 1.13651 0.98413 -2.43488
C: -0.13530 1.59347 -2.31684
C: -0.43972 3.05570 -2.22371
C: 2.46231 1.67078 -2.58406
C: 1.97523 -1.34634 -3.14659
C: -1.10153 -2.00736 -2.77645
C: -2.59349 0.81944 -2.42590
H: -0.76150 3.34728 -1.22335
H: -1.23071 3.32418 -2.92838
H: 0.43493 3.65867 -2.46894
H: 3.17645 1.39834 -1.80661
H: 2.34962 2.75433 -2.55783
H: 2.91857 1.41153 -3.54390
H: 1.69697 -2.38843 -2.99949
H: 2.94306 -1.19657 -2.66969
H: 2.09638 -1.17595 -4.22232
H: -0.55239 -2.79215 -2.25413
H: -1.13065 -2.26531 -3.83982
H: -2.12720 -2.02074 -2.40654
H: -2.90490 1.05731 -3.44820
H: -2.88304 1.65861 -1.79301
H: -3.16132 -0.05221 -2.10245
C: 2.93283 1.37149 1.03874
Si: 1.51767 2.58567 1.28446
C: 1.41567 2.86241 3.14975
C: 1.98610 4.22066 0.46001
N: 0.04985 1.93953 0.62447
C: -1.16644 2.34380 1.08437
C: -1.45653 3.52843 1.79627
C: -2.73495 3.83038 2.23949
C: -3.80641 2.97943 2.00757
C: -3.57177 1.79860 1.31159
C: -2.29626 1.53524 0.88909
F: -2.06568 0.35002 0.21785
H: 3.87553 1.92056 0.95336
H: 2.85228 0.70561 0.17771
H: 3.00276 0.71431 1.90961
H: 2.42547 2.79372 3.56495
H: 0.81798 2.06803 3.60271
H: 1.00052 3.82433 3.45174
H: 2.90321 4.62333 0.89931
H: 1.20114 4.97147 0.57827
H: 2.15843 4.08920 -0.61031
H: -0.65990 4.23624 1.98180
H: -2.89015 4.75715 2.77908
H: -4.79931 3.21982 2.36143
H: -4.35083 1.07606 1.10622
S: 3.20600 -4.80554 4.63734
C: 2.52836 -3.74289 3.55650
S: 1.25203 -2.65881 3.96050
C: 1.01444 -1.95705 2.37769
C: 1.84951 -2.40391 1.41847
S: 1.76909 -1.89190 -0.23932
S: 3.01562 -3.60449 1.91383
S: -0.21527 -0.78201 2.09798

As for the multiplicity: 2. As for the net charge: -1. For the gap between HOMO and LUMO (spin up / spin down), the calculation gives 6.35 / 6.36 eV. For the energy above the lowest of the compared OMol25 structures with the same formula, charge and spin, the calculation gives 0.4612 eV.

***

[6]
Formula: C31H25F3IN5O8SSn
Source: OMol25
Level of theory: the ωB97M-V functional and the def2-TZVPD basis

Positions of all 75 atoms, in Å:
Sn: -0.56780 -1.75443 -0.74362
O: -4.68021 -1.69629 4.28902
C: -3.90633 -1.81318 3.36467
C: -3.66659 -3.07491 2.55931
O: -4.16823 -4.16501 2.76556
C: -2.67892 -2.71654 1.52600
C: -2.24223 -1.39693 1.75312
O: -1.28637 -0.85652 1.07693
C: -2.98241 -0.75278 2.81724
O: -2.87788 0.40277 3.21266
O: -2.21790 -3.45355 0.60555
C: 0.66646 5.21858 0.73502
C: 1.90170 4.69278 0.06032
C: 2.90059 5.54332 -0.38600
C: 4.03557 5.06528 -1.02938
C: 4.15943 3.70336 -1.24503
C: 3.17254 2.82830 -0.81445
C: 2.04779 3.30903 -0.14424
N: 1.02985 2.47758 0.34128
C: 0.97001 1.09710 0.04687
N: 1.98088 0.41328 0.64114
C: 2.34793 -0.95277 0.60063
C: 1.48958 -1.94107 0.12412
C: 1.98398 -3.24723 0.13558
C: 3.23926 -3.57499 0.62205
C: 4.05529 -2.56368 1.10710
C: 3.63008 -1.24349 1.09887
C: 4.53773 -0.15855 1.62311
N: 0.03085 0.59771 -0.66553
C: -1.00454 1.48608 -1.09135
C: -1.94561 1.92277 -0.16204
C: -2.94017 2.80460 -0.55648
C: -2.99187 3.24668 -1.86905
C: -2.05896 2.78970 -2.78771
C: -1.06057 1.89581 -2.42226
C: -0.08809 1.34820 -3.42729
H: 0.73042 6.29746 0.87115
H: 0.51944 4.75303 1.71239
H: -0.23220 5.01011 0.14497
H: 2.78077 6.60910 -0.22476
H: 4.80301 5.75018 -1.36637
H: 5.02424 3.30795 -1.76354
H: 3.26884 1.76930 -1.01303
H: 0.10847 2.89244 0.28742
H: 2.55018 1.00027 1.22534
H: 1.34876 -4.05143 -0.22933
H: 3.57154 -4.60625 0.63904
H: 5.03983 -2.79405 1.50104
H: 5.47727 -0.58806 1.96989
H: 4.10034 0.37627 2.47366
H: 4.77230 0.58656 0.85704
H: -1.91037 1.53446 0.85015
H: -3.68721 3.11632 0.16231
H: -3.78177 3.91397 -2.19103
H: -2.12818 3.09936 -3.82371
H: -0.33796 1.69575 -4.42947
H: -0.12373 0.25632 -3.42992
H: 0.93955 1.64567 -3.19985
F: -5.15953 -0.32217 -5.22990
C: -4.44523 0.14510 -4.18621
F: -5.18199 1.11439 -3.61647
F: -3.35512 0.74133 -4.71490
S: -4.00023 -1.20764 -2.99646
O: -5.29357 -1.78724 -2.71873
O: -3.10561 -2.01375 -3.79751
O: -3.38918 -0.47818 -1.90399
I: 1.32733 -8.20315 4.07890
C: 0.47509 -6.56116 3.15574
C: -0.60289 -6.55992 2.29449
N: -0.79260 -5.27721 1.94819
N: 0.07544 -4.45398 2.52910
C: 0.86300 -5.21365 3.27145
H: -1.22830 -7.35484 1.92779
H: -1.50874 -4.83849 1.33610
H: 1.67375 -4.78518 3.83733

As for the net charge: -2. For the gap between HOMO and LUMO, the calculation gives 5.44 eV. For the energy above the lowest of the compared OMol25 structures with the same formula, charge and spin, the calculation gives 0.0000 eV.

***

[7]
Formula: C6H7O2
Source: OMol25
Level of theory: the ωB97M-V functional and the def2-TZVPD basis

Positions of all 15 atoms, in Å:
C: -1.49299 2.49460 0.25441
C: -0.72365 1.59885 0.01293
C: 1.81761 -0.04561 0.05154
C: -0.23635 -0.85265 -1.36669
C: -0.29652 -0.79008 1.23894
C: 0.21201 -0.20603 -0.02191
O: 2.33548 -0.05204 -1.07920
O: 2.29102 0.08921 1.19457
H: -1.62421 3.53009 0.23962
H: -1.35175 -0.90844 -1.46897
H: 0.32922 -0.05863 -2.03088
H: 0.04356 -1.97026 -1.48289
H: 0.31796 -0.44752 2.13944
H: -1.43760 -0.53589 1.36734
H: -0.18378 -1.84561 0.95174

As for the net charge: -1. For the gap between HOMO and LUMO, the calculation gives 8.66 eV. For the energy above the lowest of the compared OMol25 structures with the same formula, charge and spin, the calculation gives 3.0265 eV.

***

[8]
Formula: C9H16N
Source: OMol25
Level of theory: the ωB97M-V functional and the def2-TZVPD basis

Positions of all 26 atoms, in Å:
C: 2.20151 0.70392 0.07701
C: 1.23240 -0.46404 0.03118
C: 3.55240 0.91037 0.11045
C: 4.81079 1.06367 0.31371
C: -0.24772 -0.68038 0.11241
C: 1.94826 -1.77074 -0.49161
C: -0.82612 -2.03887 0.13391
C: -3.08384 1.91122 0.24893
C: -2.17630 0.93239 -0.43300
N: -1.08140 0.39022 0.54788
H: 1.60620 1.61222 0.16065
H: 5.42869 1.27512 -0.52646
H: 5.35899 0.91837 1.26759
H: 1.39949 -2.20961 -1.30303
H: 2.13751 -2.63438 0.26446
H: 2.99268 -1.65130 -0.65602
H: -1.83512 -1.76294 0.19785
H: -0.41851 -2.53226 0.94305
H: -0.73184 -2.64525 -0.78672
H: -3.59817 1.65773 1.18842
H: -2.46972 2.72900 0.62788
H: -3.68532 2.19329 -0.51359
H: -1.61689 1.51652 -1.16318
H: -2.57338 0.11533 -0.87997
H: -1.69886 0.20183 1.34380
H: -0.34574 1.04107 0.89443

As for the SMILES: C=C=C/C(C)=C(/C)[NH2+]CC. As for the net charge: +1. For the gap between HOMO and LUMO, the calculation gives 8.49 eV. For the energy above the lowest of the compared OMol25 structures with the same formula, charge and spin, the calculation gives 4.9314 eV.

***

Q: Which E_tot values were calculated for the entries above? A: -439.6960, -397.9920, -5144.9248, -2602.7608, -4139.8847, -3281.9614, -383.2040, -406.8683, in Ha.